1.
The following is a DFT calculation (ωB97M-V with the def2-TZVPD basis set) of a cluster of 2 separate species, CH2N2S in total.

XYZ file:
```
6
Properties=species:S:1:pos:R:3:forces:R:3
C -1.35178 -0.04736 -0.02448 -0.964 -0.286 0.129
N 1.12463 0.88454 -0.71005 -2.892 7.124 -2.663
N -1.86444 -1.06712 -0.00339 -0.020 -0.510 0.031
S 1.70239 -0.36090 -0.27744 3.345 -6.889 2.793
H -0.97554 0.92811 -0.05027 0.369 0.768 -0.073
H 1.36474 -0.33727 1.06564 0.162 -0.207 -0.217
```
Forces are in eV/Å.

Summary:
E_HOMO (alpha / beta) = -8.6 / -12.2 eV
Orbital gap (alpha / beta) = 9.223 / 10.284 eV
Energy relative to the best compared isomer or geometry (same formula, charge and spin) = 4.9 kcal/mol
2S+1 = 3
Molecular weight = 74.1 g mol⁻¹


2.
The following is a DFT calculation (ωB97M-V with the def2-TZVPD basis set) of an isolated molecule of CH2N2S2.

XYZ file:
```
7
Properties=species:S:1:pos:R:3:forces:R:3
C -0.03541 -1.69959 0.13076 0.219 -0.037 0.141
N -0.64972 1.35635 -0.66795 1.247 -0.223 2.050
N -0.46468 -2.08194 -0.85980 -0.581 -0.573 -1.026
S 0.61244 -0.90915 1.42240 0.202 0.405 0.692
S 0.69806 0.98604 0.07603 -1.249 0.274 -0.239
H -0.84336 0.76996 -1.48679 0.696 0.099 0.118
H 0.68267 1.57834 1.38536 -0.535 0.055 -1.736
```
Forces are in eV/Å.

Summary:
E_HOMO (alpha / beta) = -9.6 / -9.6 eV
Orbital gap (alpha / beta) = 8.411 / 8.412 eV
Energy relative to the best compared isomer or geometry (same formula, charge and spin) = 45.7 kcal/mol
2S+1 = 1
Molecular weight = 106.2 g mol⁻¹


3.
The following is a DFT calculation (ωB97M-V with the def2-TZVPD basis set) of an isolated molecule of CH2N2S2.

XYZ file:
```
7
Properties=species:S:1:pos:R:3:forces:R:3
C -1.60623 0.42142 -0.03050 -0.358 1.129 -0.541
N 1.43065 0.39440 0.15824 -0.026 -1.352 0.075
N -1.79705 1.51543 -0.31925 -0.124 1.084 -0.030
S -1.28060 -1.13432 0.23114 -0.170 -2.540 0.653
S 0.82733 -0.89626 -0.52141 1.081 2.606 1.531
H 1.21428 1.36332 -0.05388 -0.315 -0.462 -1.062
H 1.21162 -1.66399 0.53565 -0.087 -0.465 -0.626
```
Forces are in eV/Å.

Summary:
E_HOMO (alpha / beta) = -9.4 / -9.4 eV
Orbital gap (alpha / beta) = 8.512 / 8.511 eV
Energy relative to the best compared isomer or geometry (same formula, charge and spin) = 49.6 kcal/mol
2S+1 = 1
Molecular weight = 106.2 g mol⁻¹